# 1
43
Properties=species:S:1:pos:R:3:nbo_charge:R:1 method="wB97M-V/def2-TZVPD" smiles="C[C@H]1Cc2ccc(CO)c(/C=C/C=C/C(=O)O)c2[C@H](C)C1" de_lowest_kj_mol=0.0 total_charge=0 orbital_gap_ev=8.78
C 2.563 1.951 3.781 -0.5947
C 1.877 1.825 2.435 -0.2209
C 2.888 1.491 1.304 -0.4222
C 2.282 0.932 0.067 -0.0124
C 3.056 0.779 -1.114 -0.1905
C 2.472 0.249 -2.259 -0.2122
C 1.155 -0.184 -2.286 -0.0728
C 0.554 -0.573 -3.631 -0.0826
O -0.295 0.499 -4.059 -0.7273
C 0.377 -0.039 -1.126 0.0106
C -1.010 -0.457 -1.225 -0.1425
C -1.548 -1.645 -0.789 -0.2493
C -2.987 -1.923 -1.009 -0.0959
C -3.598 -3.080 -0.583 -0.3368
C -4.990 -3.383 -0.780 0.7320
O -5.694 -2.667 -1.495 -0.6201
O -5.472 -4.530 -0.282 -0.6663
C 0.936 0.539 0.062 -0.0123
C 0.059 0.586 1.321 -0.2529
C -0.883 1.792 1.155 -0.6023
C 0.888 0.686 2.598 -0.3871
H 3.058 1.002 4.087 0.2005
H 1.847 2.194 4.572 0.2095
H 3.359 2.700 3.747 0.2056
H 1.399 2.776 2.209 0.2036
H 3.650 0.808 1.666 0.2133
H 3.441 2.362 1.052 0.2172
H 4.111 1.125 -1.125 0.2125
H 3.081 0.233 -3.163 0.2127
H 1.302 -0.759 -4.431 0.1762
H -0.078 -1.477 -3.566 0.1961
H 0.077 1.363 -3.835 0.4717
H -1.722 0.238 -1.651 0.2152
H -0.888 -2.372 -0.282 0.2141
H -3.552 -1.196 -1.574 0.2309
H -3.088 -3.874 -0.064 0.2120
H -6.359 -4.580 -0.617 0.4982
H -0.540 -0.340 1.402 0.2227
H -1.620 1.811 1.954 0.2107
H -1.462 1.749 0.226 0.2113
H -0.351 2.764 1.080 0.2061
H 1.455 -0.246 2.741 0.2064
H 0.251 0.873 3.489 0.2119

# 2
24
Properties=species:S:1:pos:R:3:nbo_charge:R:1 method="wB97M-V/def2-TZVPD" smiles=Cc1ccc(O)cc1.CC de_lowest_kj_mol=28.3 total_charge=0 orbital_gap_ev=9.30
C 0.288 -1.738 3.226 -0.6233
C 0.508 -0.799 2.070 -0.0538
C -0.349 -0.890 0.971 -0.1805
C -0.275 0.023 -0.052 -0.2576
C 0.745 0.991 -0.033 0.2936
O 0.707 1.905 -1.072 -0.6748
C 1.596 1.087 1.027 -0.2986
C 1.461 0.191 2.104 -0.1862
H -0.081 -2.702 2.887 0.2147
H -0.481 -1.305 3.878 0.2159
H 1.146 -1.900 3.875 0.2153
H -1.110 -1.662 0.950 0.2092
H -0.989 0.152 -0.848 0.2280
H 1.383 2.566 -0.897 0.4758
H 2.408 1.811 1.112 0.2112
H 2.104 0.277 2.968 0.2095
C -2.342 -0.879 -3.211 -0.6143
C -1.504 0.342 -3.490 -0.6181
H -2.529 -1.453 -4.116 0.2046
H -1.849 -1.606 -2.555 0.2020
H -3.304 -0.629 -2.774 0.2050
H -1.538 1.110 -2.714 0.2075
H -1.936 0.892 -4.333 0.2026
H -0.448 0.184 -3.655 0.2123

# 3
97
Properties=species:S:1:pos:R:3:lowdin_charge:R:1 method="wB97M-V/def2-TZVPD" s_squared=0.98 spin_multiplicity=2 de_lowest_kj_mol=30.0 total_charge=0 orbital_gap_ev="6.83 / 7.03"
Co -0.029 0.818 -1.410 -0.1611
C -2.724 2.912 0.092 -0.2896
As -0.801 2.611 0.249 1.1243
C -0.192 4.283 -0.570 -0.2893
C -0.662 3.202 2.143 -0.3325
C 0.328 2.561 3.128 -0.6711
C 1.602 2.142 2.392 -0.0911
C -0.297 1.369 3.862 -0.3728
As -1.076 -0.066 2.756 1.1409
C 0.530 -1.171 2.554 -0.3124
C -1.806 -1.067 4.283 -0.3334
C 0.751 3.614 4.178 -0.3864
As -0.445 4.744 5.290 1.1261
C -1.154 5.985 3.937 -0.3585
C -2.102 3.719 5.548 -0.3638
H -2.985 3.872 0.538 0.0296
H -3.259 2.114 0.606 0.0216
H -3.012 2.914 -0.958 0.0052
H -0.547 5.133 0.013 0.0278
H -0.589 4.359 -1.581 0.0044
H 0.895 4.292 -0.628 0.0033
H -1.677 3.156 2.543 0.0578
H -0.413 4.257 2.034 0.0478
H 1.409 1.386 1.631 0.0167
H 2.340 1.736 3.088 0.0951
H 2.057 2.997 1.883 0.0859
H -1.138 1.716 4.464 0.0315
H 0.433 0.937 4.554 0.0846
H 1.089 -1.204 3.491 0.0344
H 1.160 -0.779 1.759 -0.0052
H 0.222 -2.178 2.282 -0.0103
H -1.064 -1.175 5.076 0.0250
H -2.112 -2.058 3.943 0.0048
H -2.682 -0.552 4.677 0.0138
H 1.374 4.371 3.686 0.0668
H 1.406 3.122 4.902 0.0604
H -0.326 6.421 3.378 0.0170
H -1.672 6.790 4.457 0.0110
H -1.846 5.507 3.245 0.0046
H -1.919 2.854 6.183 0.0128
H -2.560 3.398 4.613 0.0079
H -2.795 4.381 6.068 0.0148
S 2.076 1.711 -1.292 0.6552
C 3.003 0.683 -2.359 -0.6706
C 4.395 0.734 -2.367 -0.0617
C 5.141 -0.113 -3.175 -0.2006
C 6.575 -0.053 -3.127 -0.1829
N 7.722 -0.009 -3.071 0.1622
C 4.487 -1.028 -4.013 -0.2000
C 3.099 -1.073 -4.022 -0.0581
C 2.353 -0.234 -3.201 -0.6419
S 0.612 -0.356 -3.192 0.7412
C 5.221 -1.945 -4.837 -0.1840
N 5.780 -2.697 -5.504 0.1609
H 4.907 1.435 -1.720 0.1162
H 2.594 -1.788 -4.658 0.1189
O -0.472 -0.831 -0.316 -0.5871
As -0.515 -2.380 -0.934 1.2037
C -1.440 -3.523 0.304 -0.2855
C -2.831 -3.548 0.320 -0.0816
C -3.497 -4.314 1.265 -0.0749
C -2.777 -5.056 2.191 -0.0791
C -1.390 -5.040 2.170 -0.0735
C -0.719 -4.274 1.227 -0.1139
C -1.564 -2.414 -2.537 -0.3735
C -2.521 -1.415 -2.671 -0.1390
C -3.305 -1.364 -3.816 -0.0747
C -3.128 -2.307 -4.818 -0.0751
C -2.169 -3.302 -4.680 -0.0692
C -1.385 -3.358 -3.538 -0.0899
C 1.250 -3.098 -1.077 -0.3100
C 1.501 -4.407 -1.475 -0.1017
C 2.810 -4.858 -1.549 -0.0714
C 3.857 -4.012 -1.203 -0.0629
C 3.598 -2.717 -0.778 -0.0555
C 2.292 -2.253 -0.715 -0.0973
H -3.397 -2.973 -0.403 0.1017
H -4.579 -4.331 1.277 0.1062
H -3.299 -5.653 2.927 0.1058
H -0.828 -5.623 2.888 0.1081
H 0.364 -4.269 1.209 0.1033
H -2.639 -0.670 -1.891 0.0968
H -4.048 -0.585 -3.925 0.1051
H -3.735 -2.264 -5.714 0.1049
H -2.024 -4.029 -5.467 0.1075
H -0.619 -4.119 -3.453 0.0975
H 0.688 -5.081 -1.720 0.1040
H 3.014 -5.869 -1.875 0.1068
H 4.878 -4.364 -1.270 0.1104
H 4.414 -2.056 -0.513 0.1150
H 2.081 -1.233 -0.414 0.0791
Cl -0.149 4.051 -5.373 0.6558
C -1.671 3.369 -4.805 -1.6068
Cl -2.800 4.656 -4.345 0.6247
Cl -2.391 2.323 -6.032 0.6375
C -1.395 2.564 -3.615 -0.3320
N -1.136 1.939 -2.694 0.1272

# 4
106
Properties=species:S:1:pos:R:3:lowdin_charge:R:1 method="wB97M-V/def2-TZVPD" de_lowest_kj_mol=128.9 total_charge=-2 orbital_gap_ev=4.05
Sn 0.696 -1.010 -0.256 0.9567
C -0.559 1.329 3.870 -0.2245
C -1.606 1.365 2.749 -0.2001
N -1.862 0.063 2.190 -0.0644
C -2.873 -0.768 2.782 -0.2858
C -2.514 -1.363 4.147 -0.4762
S -0.984 -2.347 4.211 0.8485
C 0.119 -1.311 5.213 -0.5102
C 1.103 -0.430 4.431 -0.2998
N 0.568 0.507 3.466 -0.0619
H -1.016 0.971 4.799 0.0770
H -0.240 2.361 4.064 0.1026
H -1.217 1.995 1.945 0.1031
H -2.518 1.853 3.137 0.1111
H -1.949 0.079 1.181 0.0622
H -3.069 -1.579 2.078 0.0919
H -3.829 -0.224 2.928 0.1092
H -3.327 -2.027 4.450 0.0562
H -2.440 -0.588 4.910 0.0523
H 0.703 -1.997 5.833 0.0529
H -0.498 -0.729 5.901 0.0506
H 1.774 -1.090 3.877 0.1058
H 1.721 0.098 5.173 0.1018
H 0.277 -0.020 2.645 0.0307
N -3.351 -3.372 -0.071 -0.0099
C -2.238 -2.608 -0.526 -0.9650
S -0.808 -3.501 -0.979 0.3759
N -2.398 -1.339 -0.520 -0.0551
N -1.309 -0.556 -0.913 -0.2494
C -1.670 0.805 -1.043 -0.2903
C -2.888 1.114 -1.794 -0.1706
C -3.724 2.204 -1.510 -0.0597
C -4.852 2.474 -2.273 -0.1248
C -5.201 1.653 -3.337 -0.1448
C -4.403 0.544 -3.612 -0.1158
C -3.280 0.272 -2.853 -0.0477
C -0.752 1.755 -0.659 -0.2817
C -0.828 3.190 -0.864 -0.0755
C 0.104 4.010 -0.319 -0.1385
C 1.200 3.481 0.423 -0.1324
C 1.316 2.113 0.450 -0.2132
N 0.433 1.270 -0.088 -0.0983
H -3.350 -4.278 -0.515 0.0221
H -4.208 -2.865 -0.262 0.0564
H -3.499 2.828 -0.654 0.1019
H -5.474 3.326 -2.020 0.0842
H -6.084 1.861 -3.930 0.0755
H -4.666 -0.120 -4.429 0.0866
H -2.671 -0.600 -3.057 0.1069
H -1.632 3.599 -1.459 0.0830
H 0.024 5.082 -0.477 0.0864
H 1.958 4.112 0.865 0.0668
H 2.180 1.640 0.910 0.0979
C 1.132 -0.832 -2.483 -0.3022
H 0.872 0.193 -2.725 0.0156
H 0.324 -1.470 -2.836 0.0128
N 4.411 0.869 -2.634 -0.2673
P 3.441 0.516 -3.715 0.5817
N 2.410 -1.190 -3.209 -0.2605
C 3.354 -1.877 -2.273 -0.2452
C 2.920 -3.307 -2.016 -0.1820
C 3.061 -4.148 -3.300 -0.1819
C 3.101 -3.234 -4.529 -0.1857
C 2.109 -2.093 -4.376 -0.1722
N 2.148 1.492 -4.157 -0.2308
C 0.994 1.145 -4.997 -0.2155
C -0.276 1.829 -4.506 -0.1758
C -0.121 3.350 -4.545 -0.1872
C 1.273 3.773 -4.038 -0.1733
C 1.944 2.648 -3.264 -0.2200
N 4.030 -0.051 -5.225 -0.2180
C 3.731 0.596 -6.500 -0.2340
C 4.964 0.691 -7.395 -0.2077
C 6.131 1.286 -6.612 -0.1978
C 6.452 0.423 -5.373 -0.1843
C 5.369 -0.629 -5.141 -0.2675
H 3.396 -1.268 -1.375 0.0688
H 4.356 -1.844 -2.701 0.0872
H 1.886 -3.316 -1.668 0.0278
H 3.522 -3.721 -1.204 0.1128
H 2.214 -4.833 -3.382 0.1047
H 3.966 -4.762 -3.268 0.0975
H 2.844 -3.791 -5.435 0.1092
H 4.103 -2.831 -4.685 0.0796
H 1.114 -2.514 -4.218 0.1197
H 2.088 -1.496 -5.285 0.0861
H 0.838 0.065 -5.006 0.0919
H 1.166 1.454 -6.038 0.0999
H -0.508 1.503 -3.489 0.0903
H -1.116 1.508 -5.127 0.1138
H -0.902 3.802 -3.931 0.0938
H -0.271 3.710 -5.569 0.0958
H 1.198 4.649 -3.390 0.0988
H 1.920 4.044 -4.880 0.1004
H 1.335 2.378 -2.397 0.0925
H 2.920 2.941 -2.883 0.0902
H 3.379 1.613 -6.313 0.0991
H 2.925 0.071 -7.035 0.1024
H 4.717 1.312 -8.261 0.1034
H 5.237 -0.294 -7.784 0.1024
H 5.853 2.296 -6.297 0.1063
H 7.007 1.388 -7.257 0.0929
H 6.483 1.038 -4.472 0.0868
H 7.424 -0.071 -5.480 0.0985
H 5.497 -1.039 -4.141 0.0816
H 5.461 -1.454 -5.860 0.1038